# 1
A molecular structure, C45H43CdFN5O3P2S in a non-equilibrium geometry, computed with wB97M-V/def2-TZVPD.

The geometry in XYZ format:
```
101
Properties=species:S:1:pos:R:3:forces:R:3
Cd -1.217753 -0.816515 -1.514932 0.10 0.30 0.11
S -0.998053 -3.297515 -1.730332 -0.84 -0.39 -0.29
C 0.598647 -2.927715 -1.247932 0.44 -0.17 0.04
C 1.512847 -3.935815 -0.899132 0.10 0.02 0.03
C 2.786747 -3.586715 -0.520632 -0.05 0.14 -0.04
C 3.149847 -2.239715 -0.517732 -0.04 0.00 0.03
C 2.195147 -1.311115 -0.875532 0.37 0.17 0.12
N 0.952947 -1.629515 -1.215732 0.19 -0.37 0.15
H 1.190647 -4.964515 -0.932332 -0.01 -0.08 0.01
H 3.504347 -4.342415 -0.232632 0.02 -0.08 -0.01
H 4.143047 -1.929615 -0.238432 0.11 0.08 -0.01
H 2.430747 -0.253715 -0.896932 0.02 0.03 0.05
N -0.949153 1.589985 -4.009332 0.35 0.16 0.55
P -2.175353 1.648485 -2.767232 0.32 1.02 -0.52
C -3.201053 2.985285 -3.470032 -0.21 -0.46 0.37
C -2.693253 4.184885 -3.951232 -0.03 0.04 0.02
C -3.518653 5.038985 -4.662532 0.12 0.02 0.04
C -4.844353 4.700585 -4.890732 -0.08 0.00 -0.01
C -5.361253 3.521385 -4.384332 -0.11 0.03 -0.04
C -4.538653 2.663385 -3.675732 0.12 0.02 0.06
C -1.292853 2.279685 -1.299232 -0.34 0.36 0.70
C -2.118753 2.897685 -0.384132 0.03 0.29 -1.30
C -1.072253 2.603785 1.877168 0.57 0.36 0.93
C 0.293447 2.326285 1.350268 -0.16 -0.05 -0.34
C 0.683847 1.845685 0.154368 0.15 0.22 0.57
C -0.060453 1.660785 -1.041232 -0.23 -0.49 -0.61
P -0.576553 -0.085315 -4.117732 -0.35 -0.07 -0.74
C -2.021453 -0.557515 -5.130132 0.21 -0.23 0.10
C -2.865153 -1.571415 -4.692432 0.14 -0.01 0.05
C -3.981753 -1.909415 -5.438032 -0.13 -0.04 -0.06
C -4.255253 -1.237215 -6.617432 -0.01 -0.05 0.03
C -3.409753 -0.229415 -7.059532 0.04 0.07 -0.05
C -2.294153 0.112985 -6.318132 -0.04 -0.07 -0.01
C 0.780347 -0.154615 -5.326632 0.09 -0.18 0.42
C 1.076947 -1.429515 -5.805232 -0.07 0.08 0.00
C 2.159447 -1.626315 -6.639032 0.06 -0.07 -0.03
C 2.974647 -0.554915 -6.975132 0.02 0.05 -0.04
C 2.695647 0.710685 -6.487032 0.08 0.00 -0.03
C 1.603547 0.913785 -5.659032 -0.20 0.03 0.07
H -0.138253 2.169985 -3.789832 -0.19 -0.03 -0.07
H -1.658453 4.443485 -3.777232 0.10 0.03 -0.03
H -3.128153 5.967185 -5.050932 0.05 0.09 -0.03
H -5.474753 5.358385 -5.469632 -0.06 0.09 -0.03
H -6.395853 3.261185 -4.553332 -0.07 0.00 -0.02
H -4.917953 1.728385 -3.286832 -0.08 -0.08 -0.04
H -3.072953 3.297785 -0.701432 0.03 0.01 0.12
H -1.109053 3.598485 2.345968 -0.07 -0.21 -0.11
H 1.040747 2.415085 2.124968 0.12 0.09 0.02
H 1.744647 1.634685 0.073868 0.05 -0.08 0.03
H 0.534447 1.334485 -1.893332 -0.15 0.01 0.08
H -2.641353 -2.109015 -3.775832 -0.01 0.04 -0.07
H -4.635253 -2.698615 -5.098632 -0.07 -0.07 0.03
H -5.125053 -1.502315 -7.199332 -0.09 -0.03 -0.05
H -3.620053 0.284785 -7.985632 -0.03 0.05 -0.07
H -1.629153 0.895885 -6.655032 0.02 0.09 -0.02
H 0.441247 -2.256015 -5.515132 0.00 -0.15 -0.04
H 2.378247 -2.613715 -7.019532 0.00 -0.05 -0.01
H 3.829647 -0.706315 -7.616832 0.06 -0.02 -0.06
H 3.332947 1.543385 -6.744732 0.05 0.07 -0.04
H 1.391447 1.907785 -5.287632 0.01 0.04 -0.02
C 1.073047 2.805485 4.952268 -0.25 -0.09 0.08
C -0.252553 2.046085 4.994468 0.28 0.10 0.13
N -0.425253 1.131085 3.883968 -0.29 0.30 -0.07
C -1.452853 1.479585 2.931468 -0.56 0.34 -0.63
C -1.864453 0.352685 2.031568 0.15 0.23 0.37
C -2.539653 0.761085 0.931168 -0.28 -0.97 -0.90
O -2.185853 2.551185 0.968468 0.14 -0.50 0.30
O -3.037753 0.443785 -0.090332 0.04 0.24 0.86
C -1.084953 -0.824115 1.842168 -0.42 0.26 -0.19
O -1.221753 -1.595515 0.887368 0.10 0.07 0.07
C -0.056853 -1.041015 2.869568 0.28 -0.35 0.16
C 0.601047 -2.258515 2.856468 -0.05 0.23 0.17
C 1.452747 -2.608415 3.877768 0.05 0.10 0.10
F 2.031047 -3.837815 3.838168 -0.04 0.04 0.04
C 1.680647 -1.732515 4.933268 -0.10 -0.04 -0.37
C 1.079147 -0.475015 4.896068 -0.12 0.06 0.00
C 0.186447 -0.089015 3.885868 0.17 -0.52 -0.03
N 2.479647 -2.032015 6.075968 -0.03 -0.06 -0.05
C 1.755247 -2.073315 7.338468 -0.14 -0.09 0.08
C 2.747347 -1.693315 8.458468 -0.68 0.09 0.24
N 4.109147 -1.804315 7.880468 0.49 0.28 0.12
C 4.284247 -3.136715 7.252168 0.09 -0.61 -0.31
C 3.386547 -3.168215 5.999068 0.02 -0.08 -0.21
H 1.175347 3.405585 5.852968 0.09 0.09 0.09
H 1.106847 3.470485 4.094968 0.03 0.09 -0.09
H 1.913647 2.119685 4.883068 0.12 0.01 -0.02
H -1.070153 2.768885 4.968568 -0.03 -0.13 0.00
H -0.342653 1.494785 5.940068 -0.05 0.06 -0.06
H -2.327753 1.849885 3.488968 0.15 -0.08 -0.01
H 0.392547 -2.956415 2.060168 -0.04 -0.07 -0.14
H 1.313547 0.194785 5.707868 0.03 0.11 0.03
H 1.336747 -3.074415 7.518168 0.01 0.08 0.01
H 0.926647 -1.367515 7.310968 0.09 -0.09 0.05
H 2.663847 -2.368215 9.312368 0.17 0.10 -0.08
H 2.594747 -0.668315 8.800568 0.15 -0.07 -0.05
H 4.836947 -1.599915 8.570868 -0.16 0.00 -0.18
H 4.142747 -1.127315 7.100768 0.06 -0.04 0.28
H 3.986647 -3.899915 7.972968 0.07 0.19 0.06
H 5.330047 -3.294015 6.989168 -0.05 0.12 0.13
H 2.860347 -4.129215 5.960168 0.11 0.10 0.02
H 3.981547 -3.068815 5.090768 -0.01 -0.07 0.10
```
Forces are in eV/Å.

HOMO-LUMO gap in Ha: 0.195
Total energy in Eh: -3588.27696
Highest occupied orbital energy in eV: -8.30
Molecular weight in g/mol: 927.296
Energy relative to the best compared isomer or geometry (same formula, charge and spin) in kJ/mol: 528.6
Net charge: +1

# 2
A molecular structure, C45H43Cl4CsN11O2, computed with wB97M-V/def2-TZVPD.

The geometry in XYZ format:
```
106
Properties=species:S:1:pos:R:3:forces:R:3
Cs -0.797174 0.248329 -0.959089 0.41 -0.12 0.33
C -3.990562 -4.411154 0.895810 0.01 0.00 -0.01
C -3.223349 -3.697612 1.807620 -0.01 -0.01 0.00
C -1.999370 -3.161953 1.434747 -0.04 0.01 -0.01
C -1.515754 -3.324098 0.133661 0.06 0.00 -0.05
C -2.303023 -4.031110 -0.782174 -0.02 -0.05 0.06
C -3.521213 -4.572720 -0.402457 -0.01 0.01 0.01
N -0.323774 -2.719401 -0.274182 -0.09 0.17 -0.07
C 0.803733 -3.377095 -0.203906 0.03 -0.05 -0.02
C 0.901191 -4.745081 0.270800 -0.02 0.02 0.02
C 2.078503 -5.417049 0.291996 0.04 0.00 0.01
C 3.293124 -4.817466 -0.145993 -0.01 -0.02 0.00
C 3.259396 -3.532999 -0.594846 -0.02 0.03 -0.02
C 2.057434 -2.779415 -0.623182 0.02 -0.03 0.07
N 2.045272 -1.456364 -0.949715 0.02 -0.02 -0.09
N 3.104233 -0.978370 -1.468312 0.02 -0.01 -0.01
C 3.078830 0.412183 -1.633126 0.01 0.07 0.06
C 3.932142 0.954110 -2.602499 -0.01 0.00 0.00
C 3.975676 2.321811 -2.762136 0.00 0.01 0.00
C 3.189620 3.128762 -1.943599 0.03 -0.03 -0.01
C 2.391434 2.506216 -1.001054 -0.03 0.00 0.00
N 2.325822 1.183249 -0.843914 -0.02 -0.05 -0.01
H -4.947207 -4.825753 1.188701 0.00 0.00 0.00
H -3.578251 -3.552942 2.821655 0.00 0.00 0.00
H -1.399856 -2.609283 2.146901 0.03 0.01 0.00
H -1.935555 -4.147148 -1.795254 0.00 -0.01 0.00
H -4.113934 -5.117308 -1.128684 0.00 0.00 0.00
H -0.003832 -5.222618 0.622971 0.01 -0.01 0.00
H 2.097707 -6.436095 0.664661 -0.01 0.00 0.00
H 4.222216 -5.370392 -0.101674 0.00 0.00 -0.01
H 4.161408 -3.027832 -0.913086 0.01 -0.02 0.01
H 4.531025 0.282545 -3.201838 0.00 0.00 0.00
H 4.619226 2.763168 -3.513443 0.00 0.00 0.00
H 3.202665 4.206391 -2.027111 -0.01 0.00 0.00
H 1.771439 3.085409 -0.323787 -0.02 0.01 -0.02
N 1.258626 0.118009 2.004693 0.05 -0.11 -0.03
C 1.002367 -0.968001 2.787547 0.03 0.09 0.05
C 1.757126 -2.124270 2.763914 0.00 0.02 0.03
C 1.457479 -3.202598 3.612003 -0.02 -0.02 -0.02
C 0.417293 -3.156422 4.500082 0.00 -0.02 0.00
C -0.379271 -1.989875 4.558874 0.00 0.03 0.00
C -1.501779 -1.860703 5.409237 0.00 -0.02 -0.01
C -2.250715 -0.721184 5.379703 0.00 0.00 -0.01
C -1.876836 0.312517 4.493342 0.00 0.02 0.01
N -0.844059 0.238017 3.697754 0.01 -0.01 0.02
C -0.091962 -0.892745 3.715031 -0.08 -0.05 -0.04
H 1.803454 0.008038 1.160784 -0.05 0.03 0.02
H 0.570438 0.857925 1.999316 -0.01 0.09 -0.02
H 2.582914 -2.206506 2.069558 0.01 -0.01 -0.04
H 2.065111 -4.096163 3.537397 0.00 -0.01 0.00
H 0.180103 -3.998687 5.138327 0.00 0.00 0.01
H -1.760264 -2.683193 6.067142 0.01 0.00 0.00
H -3.121786 -0.601838 6.010697 0.00 0.01 0.00
H -2.462571 1.225729 4.444556 0.00 -0.01 0.00
Cl -6.049117 -1.842170 -0.894835 0.02 0.02 -0.01
C -4.957609 -0.502510 -1.333520 -0.09 -0.03 0.04
Cl -5.884348 0.771307 -2.126009 0.01 -0.02 0.01
Cl -3.682386 -1.120957 -2.389290 -0.15 -0.01 -0.05
C -4.379698 0.003072 -0.083169 -0.03 -0.01 -0.01
N -3.994336 0.337105 0.944253 0.10 -0.02 -0.05
C -5.739635 4.868805 3.214564 0.03 0.01 0.00
C -4.515627 4.480678 2.361954 0.03 0.01 0.03
C -3.544242 3.743091 3.303932 -0.03 0.00 0.00
C -4.996602 3.504647 1.286766 0.02 0.00 -0.03
C -3.855659 5.755598 1.727650 0.02 -0.02 0.04
O -3.379682 6.625968 2.760204 -0.01 -0.01 0.01
C -4.859987 6.516852 0.832536 -0.05 0.01 0.01
C -4.433082 7.920116 0.387669 0.01 0.03 -0.01
C -3.411155 8.024129 -0.720892 -0.05 0.01 -0.03
C -3.490073 7.236933 -1.866788 0.04 0.01 -0.09
C -2.554206 7.361191 -2.883244 -0.04 -0.02 0.02
C -1.534023 8.288744 -2.758960 0.00 -0.02 0.00
Cl -0.355215 8.452635 -4.034921 -0.01 0.00 0.00
C -1.428357 9.081797 -1.631203 -0.01 0.01 0.01
C -2.368356 8.939121 -0.620152 0.01 0.02 -0.03
C -2.636951 5.494081 0.832475 0.04 -0.04 0.00
N -1.614110 4.576398 1.291949 0.04 -0.01 -0.18
C -1.340506 3.377244 0.764478 -0.15 -0.05 0.19
N -0.318372 2.826583 1.393058 -0.01 -0.04 -0.10
C 0.007756 3.772484 2.311426 0.02 0.01 0.00
N -0.739305 4.855038 2.278201 -0.01 0.01 0.05
H -6.130311 3.964801 3.683693 0.00 -0.01 0.00
H -6.552643 5.300166 2.632474 0.01 0.02 -0.03
H -5.495104 5.555548 4.031696 0.00 -0.01 0.00
H -4.123395 3.080226 3.950683 0.00 -0.01 0.01
H -2.982470 4.436151 3.930070 -0.01 0.00 0.00
H -2.835569 3.115399 2.765925 -0.03 0.01 0.03
H -5.420963 2.623301 1.770957 -0.02 -0.01 0.00
H -4.183100 3.151991 0.654190 0.02 0.00 -0.02
H -5.756122 3.939801 0.636319 -0.01 -0.01 0.01
H -4.080261 6.732854 3.411049 -0.01 0.00 0.00
H -5.784167 6.647837 1.394494 -0.04 -0.02 0.02
H -5.104866 5.898739 -0.033923 0.00 0.01 0.01
H -4.065718 8.469724 1.256490 -0.01 0.00 -0.01
H -5.337533 8.437347 0.051133 0.00 0.01 0.01
H -4.252326 6.475099 -1.976263 0.00 0.04 0.04
H -2.616826 6.726604 -3.756287 0.02 0.00 -0.01
H -0.617826 9.792084 -1.541763 0.00 0.00 0.00
H -2.278129 9.546108 0.273348 0.00 0.00 0.01
H -2.152456 6.453747 0.661334 0.01 -0.04 0.01
H -2.981773 5.109140 -0.128493 0.04 0.00 0.02
H -1.940894 2.941933 -0.027432 0.11 0.05 -0.09
H 0.815361 3.656245 3.015733 0.01 0.00 0.00
O -4.235784 4.103250 -1.988258 -0.02 0.01 -0.01
C -3.558811 3.098213 -1.932933 0.02 -0.03 -0.06
N -2.896438 2.118022 -1.856023 -0.16 0.19 0.01
```
Forces are in eV/Å.

HOMO-LUMO gap in Ha: 0.230
Total energy in Eh: -4354.43001
Highest occupied orbital energy in eV: -4.23
Molecular weight in g/mol: 1044.631
Energy relative to the best compared isomer or geometry (same formula, charge and spin) in kJ/mol: 0.0
Net charge: -1

The highest highest occupied orbital energy belongs to which entry?
C45H43Cl4CsN11O2

Among the records above, which one has the highest net charge?
C45H43CdFN5O3P2S